[1]
The following is a DFT calculation (ωB97M-V/def2-TZVPD) of an isolated molecule of C5H12N2O at a distorted geometry.

Cartesian coordinates (Å):
C  0.777  -1.934  -0.467
C  0.468  -0.735  0.377
C  1.638  -0.178  1.135
O  -1.084  -1.000  1.017
C  -0.770  0.063  0.233
C  -0.871  1.441  0.887
N  -1.171  -0.013  -1.183
N  -1.071  1.104  -2.044
H  1.129  -2.743  0.177
H  1.576  -1.700  -1.172
H  -0.120  -2.281  -0.971
H  2.427  -0.913  1.280
H  2.059  0.679  0.609
H  1.313  0.154  2.122
H  -0.737  1.346  1.962
H  -1.876  1.830  0.719
H  -0.124  2.141  0.512
H  -2.093  -0.430  -1.263
H  -0.105  1.203  -2.342
H  -1.364  1.966  -1.587

## Properties
- HOMO energy: -8.68 eV
- HOMO-LUMO gap: 9.5 eV
- E_tot: -382.3675 Ha
- SMILES string: CC1(C)O[C@]1(C)NN
- LUMO level: 0.84 eV
- Energy above the lowest of the compared OMol25 structures with the same formula, charge and spin: 354.5 kJ/mol



[2]
The following is a DFT calculation (ωB97M-V/def2-TZVPD) of a 3-piece molecular cluster, C5H17N2O2 overall at a distorted geometry.

Cartesian coordinates (Å):
C  -1.529  -3.288  0.371
C  -2.085  -1.952  -0.148
C  -1.329  -1.386  -1.343
C  -0.157  -0.502  -1.010
C  -0.337  0.574  -0.243
N  0.831  1.173  0.444
N  1.042  -0.896  -1.532
H  -2.119  -3.693  1.178
H  -0.510  -3.210  0.734
H  -1.639  -4.008  -0.445
H  -3.133  -2.129  -0.382
H  -2.039  -1.265  0.701
H  -2.060  -0.940  -2.004
H  -1.056  -2.201  -2.029
H  -1.305  0.925  0.055
H  1.649  1.436  -0.135
H  0.487  1.986  0.964
H  1.143  0.507  1.180
H  1.827  -0.291  -1.691
H  1.155  -1.819  -1.856
H  -0.744  1.849  3.215
H  -0.800  3.348  2.652
O  -0.321  2.512  2.658
H  3.697  2.733  -0.765
H  2.928  3.378  0.380
O  3.102  2.515  -0.036

## Properties
- HOMO energy (spin up / spin down): -2.66 / -8.55 eV
- HOMO-LUMO gap (spin up / spin down): 3.4 / 9.2 eV
- E_tot: -460.5541 Ha
- LUMO level (spin up / spin down): 0.78 / 0.62 eV
- Energy above the lowest of the compared OMol25 structures with the same formula, charge and spin: 0.0 kJ/mol
- Expectation value of S²: 0.751
- Multiplicity: 2



[3]
The following is a DFT calculation (ωB97M-V/def2-TZVPD) of C22H36AsF6N3OPSW as an isolated structure.

Cartesian coordinates (Å):
W  -0.361  -0.020  -0.818
C  -3.650  -2.347  -2.063
C  -3.189  -1.118  -1.386
O  -1.989  -1.072  -0.872
N  -3.959  -0.089  -1.181
C  -3.599  0.998  -0.261
C  -2.708  2.080  -0.830
C  -3.293  3.281  -1.178
C  -2.523  4.348  -1.630
C  -1.150  4.179  -1.696
C  -0.618  2.966  -1.327
N  -1.350  1.905  -0.909
H  -2.871  -2.758  -2.700
H  -4.562  -2.178  -2.633
H  -3.863  -3.086  -1.282
H  -4.902  -0.115  -1.556
H  -3.152  0.546  0.623
H  -4.532  1.458  0.056
H  -4.365  3.391  -1.083
H  -2.988  5.285  -1.909
H  -0.494  4.974  -2.023
H  0.452  2.834  -1.387
S  2.128  1.217  -0.774
C  3.469  0.536  -1.568
N  3.455  -0.668  -2.223
C  4.526  -1.170  -2.830
C  5.743  -0.473  -2.824
C  5.815  0.745  -2.176
C  4.678  1.253  -1.543
H  2.584  -1.191  -2.246
H  4.407  -2.129  -3.320
H  6.598  -0.906  -3.327
H  6.742  1.306  -2.153
H  4.709  2.205  -1.028
C  -1.386  -0.033  4.132
C  -1.589  -0.187  2.615
C  -2.654  -1.261  2.348
P  -0.023  -0.494  1.683
C  1.323  0.595  2.312
C  0.879  2.060  2.282
C  1.932  0.202  3.666
C  0.476  -2.270  1.722
C  1.881  -2.429  1.130
C  0.385  -2.931  3.105
H  -2.372  0.072  4.586
H  -0.814  0.852  4.397
H  -0.917  -0.911  4.574
H  -1.925  0.787  2.237
H  -2.466  -2.149  2.948
H  -2.722  -1.583  1.309
H  -3.628  -0.881  2.660
H  2.122  0.451  1.570
H  0.135  2.270  3.051
H  0.451  2.360  1.319
H  1.735  2.704  2.481
H  1.213  0.244  4.479
H  2.723  0.917  3.896
H  2.383  -0.787  3.650
H  -0.246  -2.767  1.062
H  2.643  -2.030  1.799
H  1.987  -1.945  0.154
H  2.089  -3.490  0.994
H  1.029  -2.451  3.839
H  0.717  -3.965  3.004
H  -0.628  -2.956  3.495
F  0.710  -1.212  -1.836
As  -0.077  -0.546  -4.481
F  1.302  0.381  -4.101
F  0.926  -1.803  -4.945
F  -0.659  0.234  -5.806
F  -1.311  -1.642  -4.126
F  -0.813  0.406  -3.146

## Properties
- HOMO energy (spin up / spin down): -20.93 / -21.49 eV
- HOMO-LUMO gap (spin up / spin down): 7.5 / 6.1 eV
- E_tot: -4739.6392 Ha
- LUMO level (spin up / spin down): -13.48 / -15.38 eV
- Energy above the lowest of the compared OMol25 structures with the same formula, charge and spin: 123.6 kJ/mol
- Net charge: +4
- Expectation value of S²: 3.793
- Multiplicity: 4



[4]
The following is a DFT calculation (ωB97M-V/def2-TZVPD) of C30H30N5OPPdS2 as an isolated structure at a distorted geometry.

Cartesian coordinates (Å):
Pd  0.024  -1.231  -0.572
C  -1.975  -2.141  -2.961
C  -0.682  -2.033  -3.737
C  0.442  -2.896  -3.232
C  -0.154  -0.568  -3.960
C  -1.230  0.320  -4.588
O  -1.468  1.379  -3.627
C  -0.433  1.280  -2.727
N  0.335  0.274  -2.843
C  -0.415  2.382  -1.734
C  -0.859  3.629  -2.210
C  -0.855  4.752  -1.403
C  -0.356  4.654  -0.106
C  0.063  3.421  0.376
C  0.048  2.265  -0.420
P  0.584  0.659  0.324
C  2.376  1.015  0.527
C  3.231  0.509  -0.467
C  4.594  0.734  -0.415
C  5.146  1.447  0.637
C  4.305  1.969  1.617
C  2.948  1.745  1.554
C  -0.079  0.770  2.045
C  0.561  0.103  3.093
C  -0.019  0.026  4.356
C  -1.266  0.590  4.606
C  -1.910  1.258  3.569
C  -1.318  1.342  2.311
H  -2.134  -3.185  -2.682
H  -2.844  -1.729  -3.461
H  -1.941  -1.606  -1.975
H  -0.930  -2.372  -4.757
H  1.009  -2.393  -2.408
H  1.220  -3.039  -3.997
H  0.082  -3.841  -2.846
H  0.673  -0.695  -4.659
H  -2.181  -0.195  -4.754
H  -0.907  0.809  -5.525
H  -1.240  3.710  -3.229
H  -1.257  5.690  -1.761
H  -0.360  5.508  0.539
H  0.436  3.355  1.391
H  2.778  -0.033  -1.287
H  5.230  0.333  -1.209
H  6.224  1.609  0.715
H  4.734  2.552  2.424
H  2.303  2.133  2.339
H  1.540  -0.350  2.926
H  0.513  -0.502  5.136
H  -1.731  0.527  5.580
H  -2.875  1.689  3.721
H  -1.828  1.893  1.517
N  2.578  -2.971  0.718
C  1.462  -3.084  1.483
N  0.281  -2.782  1.082
C  -0.641  -2.902  2.123
C  -0.169  -3.388  3.282
S  1.559  -3.673  3.136
C  -1.963  -2.260  1.926
C  -2.997  -2.197  2.805
S  -4.262  -1.186  2.162
C  -3.247  -0.908  0.758
N  -2.139  -1.550  0.746
N  -3.633  -0.074  -0.254
H  2.411  -2.350  -0.069
H  3.453  -2.859  1.215
H  -0.632  -3.523  4.250
H  -3.099  -2.665  3.782
H  -4.242  0.701  -0.028
H  -2.871  0.145  -0.869

## Properties
- HOMO energy: -5.70 eV
- HOMO-LUMO gap: 6.3 eV
- E_tot: -2775.8435 Ha
- LUMO level: 0.57 eV



[5]
The following is a DFT calculation (ωB97M-V/def2-TZVPD) of an isolated molecule of C2H3N3S3 at a distorted geometry.

Cartesian coordinates (Å):
S  -2.892  -0.157  0.072
N  -1.543  0.881  0.136
C  -0.370  0.403  0.000
S  0.939  1.544  -0.042
N  2.376  0.718  -0.165
C  2.537  -0.482  0.133
N  1.462  -1.338  0.537
S  0.047  -1.324  -0.403
H  -3.830  0.782  0.433
H  3.538  -0.886  0.311
H  1.710  -2.265  0.871

## Properties
- HOMO energy: -8.33 eV
- HOMO-LUMO gap: 8.5 eV
- E_tot: -1436.7767 Ha
- SMILES string: S/N=C1/SN=CNS1
- LUMO level: 0.14 eV
- Energy above the lowest of the compared OMol25 structures with the same formula, charge and spin: 20.8 kJ/mol



[6]
The following is a DFT calculation (ωB97M-V/def2-TZVPD) of a 6-piece molecular cluster, C35H27N2O10 overall at a distorted geometry.

Cartesian coordinates (Å):
C  -3.205  1.513  -1.543
C  -2.433  2.520  -0.871
C  -1.252  2.268  0.163
C  -1.313  1.814  1.667
N  0.092  1.806  2.055
C  0.963  2.221  0.962
N  0.163  2.498  -0.218
H  -4.343  1.504  -1.320
H  -2.819  0.742  -2.294
H  -2.716  3.628  -1.061
H  -2.243  1.577  2.280
H  0.425  1.573  3.017
H  2.097  2.339  0.986
H  0.499  2.800  -1.154
C  1.382  -1.113  -3.418
C  0.099  -0.947  -3.094
C  -0.950  -0.863  -4.133
O  -2.122  -0.710  -3.837
C  -0.522  -0.972  -5.543
C  0.761  -1.138  -5.868
C  1.810  -1.222  -4.829
O  2.980  -1.375  -5.123
H  2.163  -1.176  -2.670
H  -0.232  -0.867  -2.065
H  -1.303  -0.909  -6.291
H  1.091  -1.219  -6.896
C  6.746  1.639  3.530
C  5.944  2.335  2.723
C  4.970  1.659  1.842
O  4.236  2.296  1.102
C  4.917  0.183  1.889
C  5.719  -0.514  2.695
C  6.694  0.162  3.578
O  7.424  -0.472  4.314
H  7.466  2.117  4.182
H  5.969  3.417  2.677
H  4.197  -0.296  1.236
H  5.694  -1.596  2.741
C  -4.977  2.478  3.656
C  -5.495  2.414  4.883
C  -6.538  1.422  5.224
O  -7.012  1.364  6.341
C  -6.982  0.505  4.152
C  -6.463  0.570  2.925
C  -5.421  1.561  2.585
O  -4.945  1.620  1.464
H  -4.213  3.199  3.389
H  -5.181  3.077  5.679
H  -7.745  -0.215  4.419
H  -6.777  -0.093  2.129
C  2.766  1.867  6.768
C  1.915  1.661  5.763
C  1.003  0.498  5.757
O  0.223  0.306  4.835
C  1.069  -0.426  6.907
C  1.920  -0.221  7.913
C  2.833  0.942  7.920
O  3.607  1.132  8.837
H  3.442  2.713  6.789
H  1.853  2.329  4.912
H  0.393  -1.272  6.886
H  1.982  -0.889  8.764
C  0.434  -3.874  -9.174
C  0.354  -5.155  -9.536
C  -0.946  -5.859  -9.580
O  -1.020  -7.027  -9.908
C  -2.151  -5.087  -9.210
C  -2.070  -3.806  -8.848
C  -0.771  -3.103  -8.804
O  -0.697  -1.931  -8.476
H  1.377  -3.343  -9.136
H  1.227  -5.734  -9.811
H  -3.095  -5.618  -9.249
H  -2.943  -3.227  -8.574

## Properties
- HOMO energy: -11.30 eV
- HOMO-LUMO gap: 7.1 eV
- E_tot: -2211.2553 Ha
- LUMO level: -4.17 eV
- Net charge: +1



Among the records above, which one has the lowest E_tot?
C22H36AsF6N3OPSW



Repeat the fourth record exactly.
The following is a DFT calculation (ωB97M-V/def2-TZVPD) of C30H30N5OPPdS2 as an isolated structure at a distorted geometry.

Cartesian coordinates (Å):
Pd  0.024  -1.231  -0.572
C  -1.975  -2.141  -2.961
C  -0.682  -2.033  -3.737
C  0.442  -2.896  -3.232
C  -0.154  -0.568  -3.960
C  -1.230  0.320  -4.588
O  -1.468  1.379  -3.627
C  -0.433  1.280  -2.727
N  0.335  0.274  -2.843
C  -0.415  2.382  -1.734
C  -0.859  3.629  -2.210
C  -0.855  4.752  -1.403
C  -0.356  4.654  -0.106
C  0.063  3.421  0.376
C  0.048  2.265  -0.420
P  0.584  0.659  0.324
C  2.376  1.015  0.527
C  3.231  0.509  -0.467
C  4.594  0.734  -0.415
C  5.146  1.447  0.637
C  4.305  1.969  1.617
C  2.948  1.745  1.554
C  -0.079  0.770  2.045
C  0.561  0.103  3.093
C  -0.019  0.026  4.356
C  -1.266  0.590  4.606
C  -1.910  1.258  3.569
C  -1.318  1.342  2.311
H  -2.134  -3.185  -2.682
H  -2.844  -1.729  -3.461
H  -1.941  -1.606  -1.975
H  -0.930  -2.372  -4.757
H  1.009  -2.393  -2.408
H  1.220  -3.039  -3.997
H  0.082  -3.841  -2.846
H  0.673  -0.695  -4.659
H  -2.181  -0.195  -4.754
H  -0.907  0.809  -5.525
H  -1.240  3.710  -3.229
H  -1.257  5.690  -1.761
H  -0.360  5.508  0.539
H  0.436  3.355  1.391
H  2.778  -0.033  -1.287
H  5.230  0.333  -1.209
H  6.224  1.609  0.715
H  4.734  2.552  2.424
H  2.303  2.133  2.339
H  1.540  -0.350  2.926
H  0.513  -0.502  5.136
H  -1.731  0.527  5.580
H  -2.875  1.689  3.721
H  -1.828  1.893  1.517
N  2.578  -2.971  0.718
C  1.462  -3.084  1.483
N  0.281  -2.782  1.082
C  -0.641  -2.902  2.123
C  -0.169  -3.388  3.282
S  1.559  -3.673  3.136
C  -1.963  -2.260  1.926
C  -2.997  -2.197  2.805
S  -4.262  -1.186  2.162
C  -3.247  -0.908  0.758
N  -2.139  -1.550  0.746
N  -3.633  -0.074  -0.254
H  2.411  -2.350  -0.069
H  3.453  -2.859  1.215
H  -0.632  -3.523  4.250
H  -3.099  -2.665  3.782
H  -4.242  0.701  -0.028
H  -2.871  0.145  -0.869

## Properties
- HOMO energy: -5.70 eV
- HOMO-LUMO gap: 6.3 eV
- E_tot: -2775.8435 Ha
- LUMO level: 0.57 eV



What is the E_tot in the sixth record?
-2211.2553 Ha